## a
C4H7FOS | the ωB97M-V functional and the def2-TZVPD basis

XYZ file:
```
14
Properties=species:S:1:pos:R:3:nbo_charge:R:1
O -0.116 -1.977 -0.855 -0.678
C 0.419 -0.812 -0.510 0.110
C -0.419 0.410 -0.677 -0.399
S -2.181 0.297 -1.098 -0.009
C 0.030 -0.039 0.713 -0.303
C 0.942 0.880 1.454 0.067
F 1.793 1.517 0.619 -0.357
H -0.994 -1.790 -1.128 0.468
H 1.495 -0.726 -0.761 0.194
H -0.032 1.245 -1.225 0.243
H -2.069 -0.517 -2.093 0.098
H -0.761 -0.493 1.287 0.239
H 0.362 1.637 2.014 0.164
H 1.530 0.369 2.258 0.164
```

Computed properties:
highest occupied orbital energy: -9.26 eV
SMILES string: O[C@H]1[C@@H](S)[C@@H]1CF
HOMO-LUMO gap: 0.367 hartree
total charge: 0

## b
C4H7FOS | the ωB97M-V functional and the def2-TZVPD basis

XYZ file:
```
14
Properties=species:S:1:pos:R:3:nbo_charge:R:1
C 1.034 -0.849 0.810 -0.641
C 0.528 -0.470 -0.461 -0.351
C 0.651 1.064 -0.829 0.037
C -2.120 0.081 0.345 0.209
H 2.156 -0.773 0.759 0.228
H 0.702 -1.803 1.045 0.232
H 0.568 -0.271 1.607 0.226
H 0.808 -1.017 -1.394 0.233
H 1.619 1.480 -0.800 0.176
H 0.223 1.221 -1.865 0.181
H -1.297 0.140 1.522 0.144
O -3.390 0.295 0.124 -0.570
F -0.254 1.646 0.055 -0.369
S -1.229 -0.742 -0.920 0.266
```

Computed properties:
highest occupied orbital energy: -9.63 eV
HOMO-LUMO gap: 0.374 hartree
total charge: 0

It is b that is the least stable of them.

## a
H28O14 | the ωB97M-V functional and the def2-TZVPD basis

XYZ file:
```
42
Properties=species:S:1:pos:R:3:nbo_charge:R:1
O -16.943 -8.566 7.133 -0.948
H -16.767 -8.354 8.037 0.468
H -17.579 -9.218 7.108 0.467
O -15.020 -7.615 12.615 -0.963
H -15.302 -6.730 12.436 0.475
H -15.505 -8.217 12.080 0.493
O -12.941 -10.502 11.558 -0.967
H -12.418 -11.250 11.790 0.509
H -13.216 -10.137 12.391 0.480
O -16.681 -11.864 9.461 -0.966
H -16.108 -11.146 9.736 0.490
H -16.283 -12.617 9.842 0.484
O -14.691 -9.977 9.368 -1.007
H -15.179 -9.194 9.632 0.502
H -14.173 -10.095 10.175 0.500
O -13.806 -7.945 7.448 -0.955
H -14.329 -7.199 7.707 0.456
H -13.884 -8.739 7.941 0.496
O -15.957 -10.087 11.791 -0.972
H -15.477 -10.398 12.551 0.489
H -16.893 -10.294 11.959 0.499
O -13.567 -12.456 9.206 -0.947
H -14.040 -11.649 9.164 0.489
H -13.048 -12.291 8.360 0.494
O -16.232 -7.706 9.618 -0.957
H -17.056 -7.688 10.108 0.498
H -15.810 -6.856 9.699 0.494
O -12.878 -7.566 10.907 -0.960
H -13.393 -7.796 11.690 0.486
H -13.403 -7.042 10.307 0.461
O -13.889 -12.902 12.281 -0.944
H -12.971 -13.117 12.294 0.472
H -13.854 -12.103 11.756 0.458
O -11.497 -9.614 9.280 -0.958
H -10.684 -9.608 9.730 0.458
H -12.136 -9.534 10.026 0.491
O -15.707 -11.359 7.056 -0.990
H -16.320 -11.554 7.799 0.485
H -15.512 -10.415 7.095 0.475
O -11.415 -12.571 10.691 -1.011
H -12.276 -12.405 10.269 0.492
H -10.761 -12.327 10.023 0.485
```

Computed properties:
highest occupied orbital energy: -10.00 eV
HOMO-LUMO gap: 0.335 hartree
total charge: 0

## b
H28O14 | the ωB97M-V functional and the def2-TZVPD basis

XYZ file:
```
42
Properties=species:S:1:pos:R:3:nbo_charge:R:1
H 0.243 0.070 0.683 0.479
H -1.119 0.716 0.874 0.485
H -3.618 -2.363 -2.367 0.464
H -2.419 -2.732 -1.508 0.457
H -0.093 -3.459 -1.374 0.471
H 0.970 -2.743 -2.190 0.472
H 4.566 0.217 -2.259 0.472
H 4.021 1.334 -1.385 0.467
H -0.740 -2.282 0.696 0.488
H -1.551 -3.541 0.954 0.456
H 1.579 -1.216 -2.115 0.474
H 1.742 0.051 -2.939 0.480
H -5.079 1.491 -0.702 0.472
H -5.935 1.452 -1.957 0.464
H 3.152 2.355 0.956 0.471
H 1.960 3.265 0.706 0.470
H 3.182 -2.473 0.753 0.483
H 3.081 -2.786 -0.731 0.464
H -4.262 -0.555 1.619 0.474
H -5.409 -0.715 0.635 0.462
H -1.604 -0.565 3.746 0.450
H -0.759 -1.136 2.619 0.487
H -1.358 4.675 1.943 0.469
H -1.350 4.425 0.444 0.464
H -0.007 4.577 -1.200 0.470
H 1.155 4.624 -0.223 0.470
H 5.198 -1.247 2.036 0.473
H 4.004 -1.562 2.922 0.473
O -0.701 -0.123 0.649 -0.955
O -2.686 -2.155 -2.233 -0.921
O 0.601 -2.795 -1.301 -0.943
O 4.401 1.166 -2.255 -0.938
O -0.812 -3.030 1.301 -0.945
O 1.382 -0.842 -2.981 -0.956
O -5.258 1.976 -1.515 -0.936
O 2.860 3.269 1.051 -0.943
O 2.885 -2.099 -0.084 -0.949
O -4.455 -0.830 0.716 -0.935
O -1.169 -1.375 3.458 -0.943
O -1.563 4.003 1.284 -0.935
O 0.713 4.041 -0.850 -0.936
O 4.253 -1.081 2.125 -0.942
```

Computed properties:
highest occupied orbital energy: -10.41 eV
HOMO-LUMO gap: 0.383 hartree
total charge: 0

It is b that is the least stable of them.

## a
C3H3FS | the ωB97M-V functional and the def2-TZVPD basis

XYZ file:
```
8
Properties=species:S:1:pos:R:3:nbo_charge:R:1
C -0.551 0.598 -1.029 -0.471
C 0.111 0.670 0.240 0.341
F 0.038 1.518 1.249 -0.310
C 0.391 -0.885 0.775 -0.381
S 0.803 -1.975 -0.295 0.108
H -0.401 -0.468 -1.407 0.249
H -0.925 1.581 -1.476 0.233
H 0.534 -1.039 1.943 0.231
```

Computed properties:
highest occupied orbital energy: -8.98 eV
SMILES string: C=C(F)C=S
HOMO-LUMO gap: 0.302 hartree
total charge: 0

## b
C3H3FS | the ωB97M-V functional and the def2-TZVPD basis

XYZ file:
```
8
Properties=species:S:1:pos:R:3:nbo_charge:R:1
C -0.137 0.431 -0.017 -0.237
C 0.881 -0.464 0.095 -0.351
C 2.265 -0.014 -0.144 0.202
F 2.229 1.692 -0.284 -0.484
S 3.679 -0.627 0.299 0.191
H -1.195 0.416 0.113 0.214
H 0.277 1.361 -0.245 0.226
H 0.656 -1.509 0.172 0.238
```

Computed properties:
highest occupied orbital energy: -10.05 eV
HOMO-LUMO gap: 0.317 hartree
total charge: 0

It is a that is the least stable of them.